Record 1
ORCA calculation (wB97M-V/def2-TZVPD) on C23H18ErN4O7S as an isolated structure.

Computed properties:
Relative energy (zero: lowest compared OMol25 entry of this formula, charge and spin), kJ/mol: 15.67
Expectation value of S²: 3.75
HOMO level (spin up / spin down), eV: -5.08 / -5.09

Geometry as ORCA input:
```
! wB97M-V def2-TZVPD RIJCOSX def2/J DEFGRID3
* xyz -1 4
Er 0.05 -0.03 0.77
N -4.26 1.10 1.69
C -3.15 0.80 0.96
S -2.65 -0.85 0.87
N -2.65 1.85 0.33
N -1.46 1.60 -0.25
C -0.95 2.54 -0.93
C 0.36 2.35 -1.56
C 0.96 3.37 -2.28
C 2.17 3.14 -2.91
C 2.74 1.88 -2.83
C 2.09 0.92 -2.08
N 0.94 1.14 -1.44
H -4.54 0.41 2.36
H -4.37 2.07 1.94
H -1.48 3.48 -1.04
H 0.46 4.34 -2.33
H 2.65 3.93 -3.47
H 3.67 1.64 -3.32
H 2.50 -0.08 -1.99
O 1.97 -1.53 1.65
C 2.86 -1.99 0.63
C 1.95 -2.14 -0.64
O 2.45 -2.58 -1.66
O 0.75 -1.70 -0.47
C 3.51 -3.31 1.05
C 3.63 -3.61 2.41
C 4.24 -4.77 2.84
C 4.76 -5.68 1.93
C 4.64 -5.40 0.57
C 4.02 -4.24 0.13
C 3.91 -0.90 0.32
C 3.76 0.39 0.80
C 4.65 1.40 0.44
C 5.71 1.13 -0.42
C 5.87 -0.17 -0.90
C 4.98 -1.17 -0.54
H 2.44 -1.36 2.46
H 3.22 -2.94 3.16
H 4.31 -4.97 3.91
H 5.24 -6.59 2.27
H 5.02 -6.11 -0.16
H 3.89 -4.05 -0.93
H 2.94 0.66 1.45
H 4.50 2.41 0.82
H 6.39 1.92 -0.71
H 6.69 -0.40 -1.57
H 5.11 -2.17 -0.94
O -0.76 2.78 2.71
C 0.06 1.91 2.54
O 0.84 1.77 1.47
C 0.23 0.71 3.48
O 0.72 0.78 4.58
O -0.16 -0.38 2.84
*
```

Charges per atom according to natural (NBO) partitioning, unit e: number 1, Er, carries 1.817; number 2, N, carries -0.797; number 3, C, carries 0.305; number 4, S, carries -0.340; number 5, N, carries -0.442; number 6, N, carries -0.268; number 7, C, carries 0.036; number 8, C, carries 0.195; number 9, C, carries -0.243; number 10, C, carries -0.156; number 11, C, carries -0.272; number 12, C, carries 0.085; number 13, N, carries -0.469; number 14, H, carries 0.395; number 15, H, carries 0.394; number 16, H, carries 0.185; number 17, H, carries 0.216; number 18, H, carries 0.210; number 19, H, carries 0.222; number 20, H, carries 0.223; number 21, O, carries -0.696; number 22, C, carries 0.051; number 23, C, carries 0.807; number 24, O, carries -0.677; number 25, O, carries -0.784; number 26, C, carries 0.060; number 27, C, carries -0.219; number 28, C, carries -0.212; number 29, C, carries -0.227; number 30, C, carries -0.200; number 31, C, carries -0.246; number 32, C, carries 0.048; number 33, C, carries -0.256; number 34, C, carries -0.192; number 35, C, carries -0.228; number 36, C, carries -0.219; number 37, C, carries -0.218; number 38, H, carries 0.497; number 39, H, carries 0.203; number 40, H, carries 0.209; number 41, H, carries 0.205; number 42, H, carries 0.205; number 43, H, carries 0.254; number 44, H, carries 0.244; number 45, H, carries 0.218; number 46, H, carries 0.206; number 47, H, carries 0.206; number 48, H, carries 0.227; number 49, O, carries -0.593; number 50, C, carries 0.657; number 51, O, carries -0.862; number 52, C, carries 0.694; number 53, O, carries -0.636; number 54, O, carries -0.820



Record 2
ORCA calculation (wB97M-V/def2-TZVPD) on one molecule with the formula C4H8O3.

Computed properties:
Relative energy (zero: lowest compared OMol25 entry of this formula, charge and spin), kJ/mol: 158.75
SMILES: O=C(CO)CCO
HOMO level, eV: -10.20

Geometry as ORCA input:
```
! wB97M-V def2-TZVPD RIJCOSX def2/J DEFGRID3
* xyz 0 1
O -1.20 -1.24 -0.03
C -0.82 -0.08 -0.10
C -1.26 0.81 1.03
O -2.29 0.13 1.65
C 0.25 0.36 -1.03
C 1.51 -0.50 -0.88
O 2.14 -0.31 0.38
H -0.28 0.76 1.56
H -1.45 1.88 0.83
H -2.19 -0.73 1.21
H -0.18 0.23 -2.03
H 0.50 1.41 -0.87
H 1.26 -1.55 -1.07
H 2.22 -0.19 -1.65
H 1.81 -0.98 0.99
*
```

Charges per atom according to natural (NBO) partitioning, unit e: number 1, O, carries -0.582; number 2, C, carries 0.581; number 3, C, carries -0.168; number 4, O, carries -0.710; number 5, C, carries -0.535; number 6, C, carries -0.053; number 7, O, carries -0.721; number 8, H, carries 0.191; number 9, H, carries 0.203; number 10, H, carries 0.482; number 11, H, carries 0.248; number 12, H, carries 0.223; number 13, H, carries 0.184; number 14, H, carries 0.184; number 15, H, carries 0.474



Record 3
ORCA calculation (wB97M-V/def2-TZVPD) on C17H14AlBr3Cl8CsKNO4PS as an isolated structure.

Computed properties:
HOMO level, eV: -3.96

Geometry as ORCA input:
```
! wB97M-V def2-TZVPD RIJCOSX def2/J DEFGRID3
* xyz 0 1
C -2.92 1.18 0.80
C -2.62 1.44 -0.68
Cl -2.99 0.01 -1.73
C -1.22 2.03 -0.94
Cl -1.35 3.77 -0.42
N -0.09 1.44 -0.16
C 1.11 2.01 -0.75
C 1.81 3.00 -0.12
C 2.94 3.55 -0.69
C 3.38 3.13 -1.92
C 2.70 2.12 -2.57
C 1.59 1.59 -1.98
S 0.70 0.25 -2.79
C 0.30 -0.72 -1.35
C 0.32 -2.10 -1.38
C 0.05 -2.84 -0.26
C -0.24 -2.16 0.90
C -0.27 -0.81 0.92
C -0.03 -0.02 -0.21
H -2.07 1.48 1.44
H -3.04 0.07 0.90
H -3.86 1.62 1.15
H -3.34 2.19 -1.00
H -1.06 2.06 -2.02
H 1.48 3.37 0.85
H 3.46 4.34 -0.14
H 4.26 3.61 -2.34
H 3.06 1.78 -3.54
H 0.56 -2.63 -2.30
H 0.04 -3.93 -0.23
H -0.46 -2.68 1.87
H -0.47 -0.25 1.83
O 2.57 0.32 -1.08
P 3.69 0.37 -2.18
O 4.96 -0.30 -1.66
O 4.00 1.83 -2.52
O 3.19 -0.36 -3.44
C 3.30 -0.97 2.68
Br 3.16 -0.47 0.76
Br 2.01 -2.35 3.12
Br 5.10 -1.45 3.22
H 3.03 -0.09 3.26
K -1.74 0.27 3.03
C -6.15 -2.54 1.90
Cl -6.87 -0.98 1.49
Cl -4.39 -2.42 1.84
Cl -6.66 -3.00 3.59
Cl -6.71 -3.77 0.77
Cs 4.47 -1.44 -5.14
Al -6.16 -0.88 4.92
Cl -0.67 -4.32 2.96
Cl -1.84 -5.35 1.34
*
```

Charges per atom according to Mulliken partitioning, unit e: number 1, C, carries -1.330; number 2, C, carries 0.268; number 3, Cl, carries -0.166; number 4, C, carries -0.098; number 5, Cl, carries -0.181; number 6, N, carries 0.320; number 7, C, carries -0.646; number 8, C, carries -0.162; number 9, C, carries -1.264; number 10, C, carries -0.031; number 11, C, carries -0.230; number 12, C, carries -0.107; number 13, S, carries -0.417; number 14, C, carries 1.659; number 15, C, carries -0.594; number 16, C, carries -0.490; number 17, C, carries 0.006; number 18, C, carries -1.253; number 19, C, carries -0.903; number 20, H, carries 0.232; number 21, H, carries 0.197; number 22, H, carries 0.320; number 23, H, carries 0.599; number 24, H, carries 0.477; number 25, H, carries 0.513; number 26, H, carries 0.394; number 27, H, carries 0.445; number 28, H, carries 0.604; number 29, H, carries 0.408; number 30, H, carries 0.385; number 31, H, carries -0.077; number 32, H, carries 0.975; number 33, O, carries -0.195; number 34, P, carries 0.786; number 35, O, carries -0.875; number 36, O, carries -0.064; number 37, O, carries -0.838; number 38, C, carries -0.443; number 39, Br, carries 0.421; number 40, Br, carries -0.019; number 41, Br, carries -0.106; number 42, H, carries 0.354; number 43, K, carries 0.840; number 44, C, carries 0.147; number 45, Cl, carries -0.108; number 46, Cl, carries 0.067; number 47, Cl, carries -0.182; number 48, Cl, carries -0.109; number 49, Cs, carries 0.974; number 50, Al, carries 0.101; number 51, Cl, carries -0.273; number 52, Cl, carries -0.332



Record 4
ORCA calculation (wB97M-V/def2-TZVPD) on C29H57N10OSeTi as an isolated structure.

Computed properties:
Relative energy (zero: lowest compared OMol25 entry of this formula, charge and spin), kJ/mol: 5.86
Expectation value of S²: 0.75
HOMO level (spin up / spin down), eV: -12.86 / -12.87

Geometry as ORCA input:
```
! wB97M-V def2-TZVPD RIJCOSX def2/J DEFGRID3
* xyz 2 2
Ti -0.47 0.50 -0.12
C 2.39 1.26 -3.55
N 1.83 0.47 -2.45
C 0.62 -0.24 -2.79
C 2.36 0.54 -1.19
N 1.61 0.22 -0.15
C 2.12 0.08 1.18
C 3.40 -0.34 1.49
C 3.87 -0.29 2.79
C 3.06 0.22 3.79
C 1.74 0.53 3.51
C 1.22 0.36 2.24
N -0.17 0.48 1.92
C -1.14 0.22 2.81
N -2.38 0.72 2.51
C -2.57 2.12 2.14
C -3.60 0.05 2.93
N -1.01 -0.51 3.93
C -0.17 -1.69 4.04
C -1.73 -0.18 5.15
N 3.63 1.02 -1.09
C 4.71 0.52 -1.93
C 4.02 2.03 -0.12
H 1.56 1.75 -4.07
H 2.94 0.64 -4.25
H 3.04 2.04 -3.16
H 0.26 0.14 -3.75
H -0.25 -0.06 -2.12
H 0.77 -1.32 -2.87
H 4.06 -0.67 0.70
H 4.88 -0.61 3.01
H 3.44 0.34 4.80
H 1.09 0.86 4.31
H -1.64 2.53 1.76
H -3.32 2.19 1.35
H -2.90 2.70 3.00
H -4.05 0.51 3.80
H -3.39 -1.00 3.13
H -4.31 0.10 2.10
H 0.20 -1.98 3.06
H -0.79 -2.50 4.42
H 0.66 -1.53 4.73
H -2.18 0.80 5.07
H -1.01 -0.16 5.97
H -2.49 -0.93 5.38
H 4.36 -0.29 -2.56
H 5.51 0.13 -1.29
H 5.13 1.31 -2.56
H 3.17 2.34 0.48
H 4.41 2.89 -0.66
H 4.80 1.65 0.55
C 0.53 3.97 0.65
C -0.15 3.62 -0.66
C -1.44 4.41 -0.83
C 0.79 3.84 -1.84
O -0.47 2.21 -0.64
H 0.93 4.98 0.62
H 1.36 3.28 0.85
H -0.16 3.92 1.50
H -1.27 5.46 -0.62
H -2.21 4.05 -0.15
H -1.83 4.35 -1.85
H 1.03 4.90 -1.95
H 0.33 3.51 -2.77
H 1.72 3.30 -1.69
C -3.89 -2.67 -2.67
N -3.57 -1.39 -3.29
C -3.62 -1.14 -4.65
C -3.28 0.16 -4.82
N -3.03 0.69 -3.57
C -2.73 2.08 -3.30
C -3.20 -0.27 -2.64
Se -3.10 -0.07 -0.78
H -4.41 -3.27 -3.41
H -4.54 -2.50 -1.82
H -2.98 -3.17 -2.35
H -3.90 -1.90 -5.35
H -3.21 0.76 -5.71
H -2.42 2.55 -4.23
H -1.94 2.14 -2.55
H -3.62 2.58 -2.91
C 1.24 -4.25 -0.81
C 0.50 -4.03 0.51
C 1.36 -4.54 1.66
C -0.85 -4.73 0.50
N 0.29 -2.59 0.80
N -0.50 -1.90 -0.16
H 1.38 -5.31 -1.00
H 2.22 -3.78 -0.80
H 0.68 -3.86 -1.67
H 1.65 -5.58 1.50
H 0.82 -4.48 2.61
H 2.28 -3.96 1.75
H -0.72 -5.81 0.51
H -1.44 -4.49 -0.39
H -1.43 -4.46 1.39
H 1.20 -2.13 0.80
H -1.47 -2.15 -0.03
H -0.25 -2.22 -1.10
*
```

Charges per atom according to Mulliken partitioning, unit e: number 1, Ti, carries -1.238; number 2, C, carries -1.300; number 3, N, carries 0.375; number 4, C, carries -0.322; number 5, C, carries -0.725; number 6, N, carries 2.124; number 7, C, carries -0.374; number 8, C, carries -0.530; number 9, C, carries -0.957; number 10, C, carries -0.843; number 11, C, carries -0.670; number 12, C, carries -0.071; number 13, N, carries 1.385; number 14, C, carries -0.171; number 15, N, carries 0.707; number 16, C, carries -0.985; number 17, C, carries -1.242; number 18, N, carries 0.338; number 19, C, carries -0.865; number 20, C, carries -1.271; number 21, N, carries 0.632; number 22, C, carries -1.183; number 23, C, carries -1.056; number 24, H, carries 0.482; number 25, H, carries 0.342; number 26, H, carries 0.433; number 27, H, carries 0.519; number 28, H, carries -0.422; number 29, H, carries 0.338; number 30, H, carries 0.618; number 31, H, carries 0.505; number 32, H, carries 0.495; number 33, H, carries 0.695; number 34, H, carries -0.081; number 35, H, carries 0.365; number 36, H, carries 0.372; number 37, H, carries 0.375; number 38, H, carries 0.388; number 39, H, carries 0.351; number 40, H, carries 0.184; number 41, H, carries 0.461; number 42, H, carries 0.384; number 43, H, carries 0.375; number 44, H, carries 0.407; number 45, H, carries 0.399; number 46, H, carries 0.310; number 47, H, carries 0.413; number 48, H, carries 0.390; number 49, H, carries 0.252; number 50, H, carries 0.343; number 51, H, carries 0.427; number 52, C, carries -1.047; number 53, C, carries 1.286; number 54, C, carries -1.414; number 55, C, carries -1.196; number 56, O, carries -0.239; number 57, H, carries 0.570; number 58, H, carries -0.092; number 59, H, carries 0.290; number 60, H, carries 0.460; number 61, H, carries 0.171; number 62, H, carries 0.323; number 63, H, carries 0.565; number 64, H, carries 0.144; number 65, H, carries 0.070; number 66, C, carries -0.901; number 67, N, carries 0.159; number 68, C, carries -0.534; number 69, C, carries -0.396; number 70, N, carries 0.416; number 71, C, carries -0.714; number 72, C, carries -0.184; number 73, Se, carries -0.338; number 74, H, carries 0.337; number 75, H, carries 0.349; number 76, H, carries 0.308; number 77, H, carries 0.478; number 78, H, carries 0.504; number 79, H, carries 0.301; number 80, H, carries -0.019; number 81, H, carries 0.360; number 82, C, carries -1.452; number 83, C, carries 1.193; number 84, C, carries -1.608; number 85, C, carries -1.686; number 86, N, carries 0.042; number 87, N, carries 0.532; number 88, H, carries 0.487; number 89, H, carries 0.301; number 90, H, carries 0.301; number 91, H, carries 0.459; number 92, H, carries 0.318; number 93, H, carries 0.341; number 94, H, carries 0.507; number 95, H, carries 0.198; number 96, H, carries 0.359; number 97, H, carries -0.280; number 98, H, carries 0.278; number 99, H, carries -0.183